113
Properties=species:S:1:pos:R:3:forces:R:3 method="wB97M-V/def2-TZVPD" e_homo_ha=-0.3242 homo_lumo_gap_ev=9.34 smiles=COC[C@H](C)N.COCCNCCOC.CC(C)O.CC(C)O.CC(C)O.CC(C)O.CC(C)O.CC(C)O
C 3.946 3.817 0.793 0.1 -0.2 -0.6
O 3.847 2.360 0.895 0.5 2.5 0.4
C 4.294 1.833 -0.325 -1.9 0.5 -0.2
C 3.770 0.459 -0.453 -0.5 -0.7 -0.3
C 4.080 -0.010 -1.896 -1.1 -0.3 1.6
N 2.319 0.348 -0.164 -0.3 0.5 -1.8
H 3.410 4.348 1.583 -0.2 -0.6 0.0
H 3.604 4.194 -0.212 -0.1 -0.6 0.9
H 4.983 4.148 0.857 0.3 -0.2 0.1
H 3.764 2.390 -1.079 0.1 0.6 -0.8
H 5.342 1.868 -0.513 1.1 0.2 0.2
H 4.308 -0.087 0.289 0.3 -1.1 0.4
H 3.868 0.831 -2.540 -0.1 0.0 -0.6
H 3.430 -0.869 -2.110 0.3 0.2 -0.2
H 5.115 -0.275 -1.934 0.6 -0.3 -0.4
H 1.862 0.928 -0.920 0.3 -0.8 1.2
H 2.031 0.784 0.710 0.5 0.1 -0.1
C -3.469 1.669 6.266 -1.9 -0.5 1.4
O -2.315 1.854 5.609 2.1 0.6 -3.5
C -2.496 2.153 4.172 0.7 -0.4 0.7
C -1.228 1.702 3.423 -0.4 0.3 0.6
N -0.087 2.516 3.800 -1.0 -0.2 0.2
C 1.122 2.087 3.141 -0.5 0.9 -0.2
C 2.219 2.840 3.785 1.6 -0.8 -0.1
O 2.195 2.450 5.126 -1.0 -0.2 0.1
C 3.030 3.176 5.950 1.3 -2.6 0.6
H -3.116 1.464 7.287 -0.9 -0.3 -0.1
H -4.187 0.921 5.841 0.9 -0.3 0.3
H -4.110 2.536 6.268 -0.2 1.0 0.3
H -2.606 3.246 4.020 -0.3 -0.5 0.2
H -3.369 1.560 3.852 0.2 0.4 -0.2
H -1.326 1.802 2.351 -0.5 -0.1 -0.4
H -1.047 0.657 3.683 -0.1 -0.4 -0.2
H 0.018 2.325 4.789 0.4 0.4 0.2
H 1.141 2.383 2.095 -0.4 -0.2 -0.4
H 1.260 1.021 3.231 0.4 -0.7 -0.1
H 2.083 3.915 3.684 -0.1 0.2 -0.1
H 3.186 2.519 3.337 -0.3 0.4 0.1
H 4.039 3.074 5.540 0.3 0.4 0.3
H 2.983 2.630 6.903 0.3 0.4 0.0
H 2.762 4.169 6.109 -0.6 2.0 0.0
C -0.635 0.909 -6.940 -0.4 -1.5 0.3
C 0.267 -0.115 -6.200 0.8 0.1 0.8
C 1.265 0.614 -5.183 -0.4 0.1 -3.0
O -0.371 -1.072 -5.349 -0.5 0.5 0.1
H -1.033 1.507 -6.137 -0.7 0.5 -0.1
H -1.462 0.474 -7.607 1.2 0.4 1.2
H 0.016 1.509 -7.555 0.2 0.3 -0.3
H 0.796 -0.709 -6.944 0.5 0.2 -0.1
H 1.910 1.307 -5.778 -0.7 -0.1 0.5
H 1.976 -0.102 -4.807 -0.2 -0.3 0.7
H 0.665 1.166 -4.460 0.3 -0.2 0.2
H -0.992 -1.610 -5.842 -0.1 -0.1 -0.2
C -5.714 -2.022 3.090 1.4 -0.5 0.0
C -4.922 -3.361 3.004 -0.9 1.0 -0.9
C -5.602 -4.363 2.063 -0.7 0.8 0.3
O -3.651 -3.010 2.480 0.2 0.3 0.2
H -5.705 -1.629 2.061 -0.4 0.1 0.4
H -5.158 -1.302 3.743 -0.6 -0.6 -0.5
H -6.715 -2.212 3.471 -0.1 0.2 -0.1
H -4.820 -3.793 3.987 0.1 -0.2 0.5
H -6.614 -4.631 2.414 0.4 0.0 0.0
H -4.993 -5.245 2.042 0.2 -0.7 -0.2
H -5.719 -3.946 1.050 0.2 -0.1 0.3
H -3.248 -3.776 2.074 0.1 -0.3 -0.1
C -1.137 -4.441 -4.167 0.5 -0.1 -2.3
C 0.348 -4.616 -4.067 1.1 -1.2 1.5
C 0.989 -4.288 -2.690 -0.4 -0.3 -1.1
O 0.778 -5.991 -4.281 -0.4 0.1 -0.5
H -1.372 -3.408 -4.005 -0.4 0.5 0.4
H -1.690 -5.113 -3.578 -0.7 -0.6 1.2
H -1.402 -4.691 -5.227 0.0 0.3 0.6
H 0.790 -4.035 -4.840 0.6 0.8 -0.6
H 0.390 -4.845 -1.927 1.1 0.2 -0.4
H 0.857 -3.239 -2.475 0.0 0.4 0.1
H 2.090 -4.517 -2.807 -1.3 0.0 0.7
H 0.813 -6.160 -5.232 -0.1 0.0 0.3
C -1.173 3.536 -1.717 -1.2 -0.6 -1.1
C 0.238 3.529 -2.247 0.1 1.8 -0.5
C 0.591 4.768 -3.098 1.1 1.0 -0.9
O 1.199 3.396 -1.235 0.3 0.1 1.1
H -1.887 3.411 -2.577 0.6 -0.6 0.7
H -1.539 4.458 -1.365 0.2 1.6 0.9
H -1.336 2.804 -0.913 0.1 -0.1 -0.6
H 0.274 2.688 -2.888 0.6 -1.2 -0.5
H 0.646 5.704 -2.509 -0.8 -0.4 0.1
H -0.067 4.906 -3.973 -0.1 0.0 0.6
H 1.633 4.849 -3.566 -1.1 -1.2 0.7
H 1.037 4.118 -0.593 0.2 -0.6 -0.4
C -2.968 -0.561 -1.859 -0.4 -1.0 0.1
C -1.709 -0.755 -1.065 0.4 -0.2 0.8
C -1.969 -0.430 0.376 0.1 -0.2 0.3
O -1.281 -2.073 -1.247 1.7 -1.5 0.7
H -3.193 0.468 -1.866 -0.3 1.4 -0.3
H -3.881 -1.059 -1.476 0.7 -0.1 0.1
H -2.779 -0.929 -2.847 -0.1 0.0 -0.8
H -0.978 -0.031 -1.407 0.6 0.1 -0.6
H -2.293 0.613 0.348 0.0 0.0 0.7
H -1.148 -0.642 1.101 -0.3 0.5 -0.7
H -2.780 -1.086 0.627 -0.6 -0.1 0.7
H -0.471 -2.341 -0.684 -1.6 0.9 -1.0
C 3.303 -2.453 1.584 1.4 -0.6 -1.1
C 1.876 -2.935 1.306 0.4 -2.3 3.1
C 0.967 -2.593 2.531 -1.4 0.7 -3.1
O 1.319 -2.529 0.106 -0.1 0.1 -0.5
H 3.973 -2.615 0.665 -0.9 -0.1 1.3
H 3.822 -2.867 2.508 -1.0 0.2 -1.2
H 3.287 -1.396 1.685 0.0 1.2 0.4
H 1.963 -4.043 1.379 -0.3 0.4 -1.0
H 1.201 -2.974 3.466 0.8 -1.1 1.6
H -0.113 -2.768 2.305 0.8 -0.4 0.1
H 1.013 -1.540 2.577 0.1 1.6 0.5
H 1.570 -1.606 -0.057 0.2 0.5 0.0